(w)
The following is a DFT calculation (the ωB97M-V functional and the def2-TZVPD basis) of CHFIN in the gas phase.

Cartesian coordinates (Å):
H  0.302  -0.351  0.015
N  0.082  0.304  -0.675
C  -0.940  0.702  -1.126
F  -0.687  1.430  -2.507
I  -2.884  1.153  -0.587

Output
- Gap between HOMO and LUMO: 10.31 eV
- LUMO energy: -0.12 eV
- E_HOMO: -10.4 eV

=====

(x)
The following is a DFT calculation (the ωB97M-V functional and the def2-TZVPD basis) of CHFIN in the gas phase.

Cartesian coordinates (Å):
H  -1.258  1.147  -0.316
N  -0.350  0.971  0.085
C  0.293  -0.048  0.055
F  1.591  -0.078  0.748
I  -0.276  -1.992  -0.572

Output
- Gap between HOMO and LUMO: 10.25 eV
- LUMO energy: -0.07 eV
- E_HOMO: -10.3 eV

=====

Quick look at relative energies in kJ/mol: (w) 57.7; (x) 0.0.

=====

(w)
The following is a DFT calculation (the ωB97M-V functional and the def2-TZVPD basis) of a molecular structure, C49H85Br2N2O4P2S2Si2V.

Cartesian coordinates (Å):
V  0.025  -0.345  -0.740
C  -0.258  0.004  -4.186
P  0.893  0.321  -2.791
C  2.391  -0.554  -3.410
C  1.327  2.072  -3.265
C  2.374  2.711  -2.369
P  1.795  2.856  -0.604
C  3.335  3.719  0.015
C  0.721  4.352  -0.777
H  0.175  0.290  -5.146
H  -1.178  0.560  -4.001
H  -0.471  -1.065  -4.180
H  2.649  -0.237  -4.421
H  2.169  -1.621  -3.407
H  3.230  -0.372  -2.737
H  0.396  2.643  -3.216
H  1.673  2.061  -4.308
H  2.656  3.702  -2.745
H  3.274  2.088  -2.348
H  3.400  4.744  -0.346
H  4.215  3.165  -0.307
H  3.320  3.731  1.102
H  1.254  5.187  -1.232
H  0.368  4.633  0.213
H  -0.150  4.083  -1.367
C  -3.882  -7.079  0.188
C  -2.777  -6.201  -0.329
C  -2.454  -5.018  0.324
C  -1.449  -4.188  -0.151
C  -0.768  -4.551  -1.294
C  -1.071  -5.725  -1.960
C  -2.075  -6.546  -1.482
S  0.448  -3.502  -2.092
O  -0.241  -2.981  -3.261
O  1.599  -4.333  -2.398
N  0.752  -2.289  -1.118
C  1.920  -1.923  -0.585
C  3.113  -2.647  -0.489
C  4.218  -2.028  0.073
C  4.097  -0.731  0.565
C  2.885  -0.083  0.439
N  1.832  -0.644  -0.151
H  -4.275  -6.687  1.124
H  -3.524  -8.092  0.365
H  -4.695  -7.130  -0.538
H  -3.000  -4.724  1.208
H  -1.215  -3.262  0.355
H  -0.519  -5.961  -2.856
H  -2.330  -7.454  -2.010
H  3.164  -3.649  -0.882
H  5.167  -2.545  0.128
H  4.934  -0.232  1.028
H  2.744  0.925  0.803
O  -2.195  -1.588  2.399
C  -1.872  -0.788  1.509
O  -0.832  -0.931  0.799
C  -2.761  0.415  1.276
C  -3.900  0.476  2.079
C  -4.802  1.514  2.003
C  -4.573  2.543  1.098
C  -3.456  2.506  0.295
C  -2.531  1.455  0.354
S  -1.190  1.597  -0.752
H  -4.044  -0.332  2.782
H  -5.676  1.529  2.640
H  -5.266  3.371  1.024
H  -3.257  3.299  -0.411
C  3.436  0.793  4.369
C  2.344  1.118  5.393
C  1.672  -0.214  5.732
C  3.000  1.651  6.672
Si  1.042  2.370  4.638
Br  0.591  1.676  2.509
C  1.770  4.188  4.444
C  1.601  5.002  5.729
C  3.259  4.190  4.084
C  1.056  4.922  3.304
C  -0.714  2.318  5.497
C  -0.627  2.525  7.012
C  -1.414  0.981  5.233
C  -1.626  3.396  4.905
H  4.142  0.084  4.802
H  3.992  1.672  4.062
H  3.004  0.335  3.484
H  2.430  -0.948  6.006
H  1.128  -0.601  4.875
H  0.990  -0.114  6.572
H  3.655  0.890  7.097
H  2.257  1.909  7.422
H  3.604  2.534  6.479
H  2.059  4.505  6.580
H  0.550  5.165  5.949
H  2.071  5.980  5.615
H  3.874  3.773  4.877
H  3.595  5.214  3.910
H  3.430  3.624  3.173
H  -0.021  4.878  3.403
H  1.319  4.481  2.347
H  1.357  5.969  3.294
H  -0.032  1.744  7.479
H  -1.624  2.488  7.449
H  -0.185  3.485  7.262
H  -0.939  0.160  5.755
H  -1.443  0.742  4.174
H  -2.446  1.039  5.576
H  -1.249  4.399  5.089
H  -2.615  3.327  5.356
H  -1.742  3.248  3.834
C  -3.317  -3.963  -4.009
C  -4.243  -2.822  -4.444
C  -3.477  -2.065  -5.532
C  -5.507  -3.415  -5.073
Si  -4.657  -1.654  -2.921
Br  -2.636  -1.384  -1.798
C  -5.909  -2.478  -1.651
C  -7.353  -2.390  -2.157
C  -5.574  -3.952  -1.401
C  -5.822  -1.784  -0.289
C  -5.213  0.154  -3.473
C  -6.262  0.127  -4.593
C  -4.003  0.956  -3.962
C  -5.789  0.959  -2.305
H  -3.153  -4.641  -4.848
H  -3.720  -4.542  -3.187
H  -2.347  -3.577  -3.709
H  -3.193  -2.754  -6.326
H  -2.566  -1.646  -5.118
H  -4.072  -1.274  -5.979
H  -5.250  -3.990  -5.962
H  -6.206  -2.636  -5.363
H  -6.010  -4.084  -4.382
H  -7.461  -2.867  -3.126
H  -7.669  -1.356  -2.251
H  -8.027  -2.882  -1.457
H  -5.697  -4.555  -2.297
H  -6.241  -4.356  -0.638
H  -4.555  -4.057  -1.041
H  -6.143  -0.751  -0.337
H  -4.806  -1.804  0.091
H  -6.455  -2.297  0.434
H  -5.856  -0.305  -5.503
H  -6.580  1.145  -4.821
H  -7.140  -0.443  -4.306
H  -3.499  0.471  -4.789
H  -3.296  1.101  -3.149
H  -4.332  1.940  -4.297
H  -6.745  0.569  -1.969
H  -5.952  1.989  -2.625
H  -5.093  0.979  -1.472

Output
- Multiplicity: 4
- Total charge: -1
- Gap between HOMO and LUMO (spin up / spin down): 5.93 / 6.81 eV
- LUMO energy (spin up / spin down): 2.32 / 2.32 eV
- E_HOMO (spin up / spin down): -3.6 / -4.5 eV
- <S²>: 3.765

=====

(x)
The following is a DFT calculation (the ωB97M-V functional and the def2-TZVPD basis) of a molecular structure, C49H85Br2N2O4P2S2Si2V.

Cartesian coordinates (Å):
V  -0.162  -0.674  -0.202
C  2.280  0.791  -3.739
P  2.287  0.839  -1.887
C  4.004  0.174  -1.679
C  2.652  2.664  -1.667
C  2.140  3.154  -0.306
P  0.388  2.549  -0.092
C  -0.444  3.651  -1.326
C  -0.111  3.522  1.393
H  3.084  1.409  -4.146
H  1.319  1.135  -4.125
H  2.419  -0.244  -4.054
H  4.683  0.553  -2.446
H  3.968  -0.916  -1.735
H  4.381  0.445  -0.696
H  2.112  3.191  -2.459
H  3.722  2.851  -1.799
H  2.216  4.242  -0.209
H  2.721  2.698  0.506
H  -0.103  4.686  -1.235
H  -1.513  3.596  -1.114
H  -0.271  3.288  -2.339
H  -0.078  4.595  1.193
H  0.539  3.278  2.230
H  -1.131  3.220  1.635
C  7.626  -0.793  2.778
C  6.252  -1.286  2.414
C  5.925  -2.635  2.505
C  4.647  -3.079  2.196
C  3.683  -2.168  1.801
C  3.995  -0.822  1.689
C  5.274  -0.388  1.991
S  1.989  -2.709  1.560
O  1.294  -2.324  2.759
O  2.055  -4.124  1.284
N  1.441  -1.851  0.326
C  1.470  -2.340  -0.947
C  2.262  -3.355  -1.490
C  2.074  -3.701  -2.818
C  1.124  -3.022  -3.576
C  0.400  -2.012  -2.977
N  0.566  -1.660  -1.699
H  8.340  -1.614  2.826
H  7.607  -0.304  3.755
H  7.986  -0.061  2.054
H  6.680  -3.343  2.828
H  4.377  -4.126  2.255
H  3.227  -0.136  1.362
H  5.522  0.666  1.912
H  2.973  -3.874  -0.866
H  2.648  -4.508  -3.253
H  0.947  -3.274  -4.613
H  -0.355  -1.456  -3.521
O  -2.924  1.624  1.157
C  -2.323  0.551  1.243
O  -1.086  0.399  0.916
C  -2.972  -0.656  1.850
C  -3.787  -0.448  2.961
C  -4.273  -1.510  3.701
C  -3.943  -2.807  3.324
C  -3.173  -3.031  2.199
C  -2.676  -1.968  1.431
S  -1.830  -2.345  -0.055
H  -4.005  0.576  3.243
H  -4.891  -1.334  4.574
H  -4.286  -3.648  3.916
H  -2.930  -4.038  1.885
C  2.217  3.690  4.689
C  2.607  2.587  5.684
C  4.071  2.239  5.384
C  2.514  3.178  7.098
Si  1.479  1.003  5.486
Br  1.340  0.768  3.248
C  -0.338  1.290  6.075
C  -0.459  1.213  7.604
C  -0.870  2.657  5.620
C  -1.269  0.240  5.444
C  2.300  -0.582  6.223
C  2.886  -0.329  7.620
C  3.410  -1.089  5.289
C  1.289  -1.735  6.329
H  2.847  4.570  4.861
H  1.178  3.997  4.794
H  2.366  3.363  3.661
H  4.679  3.151  5.415
H  4.166  1.808  4.384
H  4.489  1.540  6.108
H  3.241  3.989  7.211
H  2.719  2.438  7.874
H  1.522  3.597  7.280
H  0.185  1.946  8.096
H  -0.197  0.223  7.980
H  -1.492  1.419  7.901
H  -0.360  3.484  6.118
H  -1.933  2.725  5.870
H  -0.779  2.776  4.538
H  -1.038  -0.775  5.758
H  -1.228  0.272  4.355
H  -2.303  0.453  5.736
H  3.699  0.398  7.598
H  3.291  -1.264  8.019
H  2.126  0.034  8.316
H  4.184  -0.346  5.096
H  2.987  -1.399  4.336
H  3.891  -1.965  5.738
H  0.486  -1.519  7.034
H  1.808  -2.630  6.687
H  0.864  -1.976  5.354
C  -4.264  -1.716  -3.464
C  -4.223  -0.564  -4.483
C  -3.112  -0.910  -5.485
C  -5.562  -0.533  -5.235
Si  -3.852  1.121  -3.603
Br  -2.072  0.610  -2.178
C  -5.287  1.764  -2.486
C  -6.384  2.440  -3.324
C  -5.927  0.605  -1.706
C  -4.771  2.758  -1.434
C  -3.176  2.468  -4.833
C  -4.035  2.571  -6.103
C  -1.730  2.162  -5.258
C  -3.147  3.859  -4.180
H  -4.427  -2.658  -3.997
H  -5.068  -1.599  -2.740
H  -3.328  -1.801  -2.910
H  -3.280  -1.918  -5.875
H  -2.133  -0.896  -5.002
H  -3.098  -0.225  -6.334
H  -5.698  -1.476  -5.773
H  -5.602  0.280  -5.963
H  -6.402  -0.418  -4.549
H  -6.779  1.770  -4.091
H  -6.020  3.342  -3.816
H  -7.213  2.730  -2.671
H  -6.443  -0.096  -2.365
H  -6.666  1.009  -1.008
H  -5.180  0.064  -1.121
H  -4.295  3.630  -1.883
H  -4.059  2.290  -0.752
H  -5.616  3.112  -0.834
H  -4.009  1.651  -6.689
H  -3.646  3.377  -6.733
H  -5.077  2.800  -5.868
H  -1.652  1.233  -5.821
H  -1.078  2.088  -4.388
H  -1.363  2.975  -5.893
H  -4.148  4.222  -3.951
H  -2.688  4.570  -4.875
H  -2.555  3.853  -3.266

Output
- Multiplicity: 4
- Total charge: -1
- Gap between HOMO and LUMO (spin up / spin down): 5.78 / 6.56 eV
- LUMO energy (spin up / spin down): 2.29 / 2.29 eV
- E_HOMO (spin up / spin down): -3.5 / -4.3 eV
- <S²>: 3.765

=====

Quick look at relative energies in kJ/mol: (w) 0.0; (x) 90.6.

=====

(w)
The following is a DFT calculation (the ωB97M-V functional and the def2-TZVPD basis) of C6H9N3O2 in the gas phase.

Cartesian coordinates (Å):
N  0.256  2.495  -1.084
C  -0.720  1.682  -0.412
C  -0.723  0.315  -1.114
C  0.129  -0.883  -0.664
C  -0.391  -1.880  0.162
N  0.679  -2.657  0.507
C  1.812  -2.118  0.038
N  1.490  -1.070  -0.714
C  -0.315  1.417  1.004
O  0.773  1.711  1.511
O  -1.286  0.643  1.642
H  1.111  2.301  -0.570
H  0.138  3.513  -0.828
H  -1.768  2.049  -0.434
H  -0.579  0.391  -2.175
H  -1.760  -0.078  -1.033
H  -1.295  -2.216  0.683
H  0.571  -3.614  0.807
H  2.814  -2.447  0.145
H  -0.937  0.446  2.529

Output
- Gap between HOMO and LUMO: 9.37 eV
- LUMO energy: 0.66 eV
- E_HOMO: -8.7 eV

=====

(x)
The following is a DFT calculation (the ωB97M-V functional and the def2-TZVPD basis) of C6H9N3O2 in the gas phase.

Cartesian coordinates (Å):
C  2.222  0.104  0.949
C  1.472  0.324  -0.382
C  -0.028  0.137  -0.359
C  -0.635  -1.126  -0.287
N  0.110  -2.274  -0.604
N  -1.899  -1.400  0.038
C  -2.782  -0.292  0.132
O  -3.937  -0.288  0.451
N  -2.233  0.968  -0.142
C  -0.902  1.166  -0.300
O  -0.703  2.472  -0.306
H  1.853  -0.857  1.426
H  3.291  0.019  0.758
H  2.080  0.905  1.736
H  1.761  1.303  -0.729
H  1.925  -0.346  -1.079
H  1.137  -2.135  -0.683
H  -0.133  -3.035  0.014
H  -2.855  1.760  -0.069
H  0.255  2.594  -0.563

Output
- Gap between HOMO and LUMO: 8.92 eV
- LUMO energy: 0.22 eV
- E_HOMO: -8.7 eV

=====

Quick look at relative energies in kJ/mol: (w) 91.6; (x) 0.0.

=====

(w)
The following is a DFT calculation (the ωB97M-V functional and the def2-TZVPD basis) of C4H7IN2O2 in the gas phase.

Cartesian coordinates (Å):
C  0.892  1.139  -0.560
C  1.334  0.451  0.684
C  0.204  -0.234  1.389
C  -0.594  -1.080  0.461
N  -0.494  0.996  -0.714
N  -1.056  1.180  -1.898
O  1.599  1.541  -1.481
O  -1.836  -1.450  0.688
I  1.212  -1.639  2.796
H  2.032  -0.273  0.259
H  1.943  1.173  1.254
H  -0.591  0.437  1.898
H  -0.025  -1.590  -0.250
H  -0.588  0.665  -2.741
H  -2.023  0.841  -1.961
H  -2.008  -2.156  0.177

Output
- Gap between HOMO and LUMO (spin up / spin down): 6.57 / 7.74 eV
- LUMO energy (spin up / spin down): -0.76 / -0.41 eV
- E_HOMO (spin up / spin down): -7.3 / -8.2 eV

=====

(x)
The following is a DFT calculation (the ωB97M-V functional and the def2-TZVPD basis) of a molecular structure, C4H7IN2O2.

Cartesian coordinates (Å):
C  -0.388  -0.454  0.096
C  -1.254  -1.330  0.897
C  1.003  1.547  -0.035
C  -0.094  -0.975  -1.724
N  0.263  0.477  0.499
N  1.078  -1.807  -1.550
O  2.114  -1.237  -1.477
O  0.900  -2.977  -1.441
I  -1.723  -1.996  -2.476
H  -0.799  -2.350  0.765
H  -2.184  -1.269  0.428
H  -1.430  -1.018  1.905
H  1.341  1.982  0.833
H  0.483  2.328  -0.600
H  1.751  1.290  -0.842
H  0.154  -0.140  -2.237

Output
- Gap between HOMO and LUMO: 8.99 eV
- LUMO energy: 0.11 eV
- E_HOMO: -8.9 eV

=====

Quick look at relative energies in kJ/mol: (w) 0.0; (x) 164.1.